Formula: C5H36N2O13
Source: the Open Molecules 2025 dataset
Level of theory: ωB97M-V/def2-TZVPD

The geometry in ORCA input format:
```
! wB97M-V def2-TZVPD RIJCOSX def2/J DEFGRID3
* xyz 0 1
C -3.658 1.642 1.929
O -3.407 2.730 1.467
C 0.296 0.763 -0.298
C 1.636 0.071 -0.304
C 2.084 -0.445 -1.691
C 1.477 -1.537 -2.130
N 1.835 -2.276 -3.295
N 3.061 0.374 -2.308
H -3.213 1.367 2.881
H -4.401 0.968 1.433
H -0.433 0.383 -1.039
H 0.507 1.775 -0.788
H 2.523 0.589 0.137
H 1.694 -0.742 0.425
H 0.633 -1.888 -1.565
H 1.379 -1.827 -4.100
H 1.664 -3.260 -3.111
H 3.131 0.193 -3.291
H -0.196 0.800 0.739
H 3.891 0.409 -1.737
H -3.040 0.404 -3.437
H -1.556 0.458 -3.428
O -2.278 -0.192 -3.558
H -0.424 4.274 1.609
H -1.690 3.631 1.110
O -0.754 3.425 1.276
H 0.619 1.837 -3.675
H -0.254 1.514 -2.307
O -0.191 1.515 -3.270
H 2.715 2.361 -1.029
H 1.548 2.930 -0.175
O 2.455 3.096 -0.441
H -0.452 -3.520 2.390
H -0.454 -2.576 3.684
O -0.922 -3.233 3.174
H -0.867 0.472 3.038
H -0.545 1.950 2.837
O -0.501 1.242 3.500
H -2.352 -0.554 1.051
H -1.939 -1.200 2.486
O -2.207 -0.412 2.001
H -2.468 -1.257 -1.282
H -1.455 -2.260 -0.643
O -1.845 -1.384 -0.552
H 1.969 0.809 2.436
H 3.126 0.048 3.322
O 2.631 0.119 2.508
H -1.555 2.435 -1.255
H -2.871 1.834 -0.806
O -2.380 2.080 -1.599
H 1.499 -4.340 -0.354
H 0.022 -4.564 -0.762
O 0.593 -4.270 -0.042
H 1.390 -1.684 2.548
H 2.437 -2.585 3.223
O 1.493 -2.492 3.070
*
```

frontier orbital gap	8.31	eV
calculated total energy	-35364.9681	eV
E_HOMO	-8.26	eV
strongest force on any atom	2.24	eV Å⁻¹

In the Mulliken picture, each atom carries the following charge in e: number 1, C, carries -0.0791; number 2, O, carries -0.5328; number 3, C, carries -0.2715; number 4, C, carries -0.3476; number 5, C, carries -0.2927; number 6, C, carries 0.0498; number 7, N, carries -0.6514; number 8, N, carries -0.4285; number 9, H, carries 0.2334; number 10, H, carries 0.3360; number 11, H, carries 1.2076; number 12, H, carries 0.6768; number 13, H, carries 0.8106; number 14, H, carries -0.0314; number 15, H, carries 0.0551; number 16, H, carries 0.2720; number 17, H, carries 0.2662; number 18, H, carries 0.2141; number 19, H, carries -1.1250; number 20, H, carries 0.2763; number 21, H, carries 0.2998; number 22, H, carries 0.3742; number 23, O, carries -0.6689; number 24, H, carries 0.2517; number 25, H, carries 0.2949; number 26, O, carries -0.5035; number 27, H, carries 0.2857; number 28, H, carries -0.2441; number 29, O, carries -0.7423; number 30, H, carries 0.3971; number 31, H, carries 0.4399; number 32, O, carries -0.6701; number 33, H, carries 0.3168; number 34, H, carries 0.2928; number 35, O, carries -0.6598; number 36, H, carries 0.2948; number 37, H, carries 0.3740; number 38, O, carries -0.6630; number 39, H, carries 0.3009; number 40, H, carries 0.2695; number 41, O, carries -0.5060; number 42, H, carries 0.2859; number 43, H, carries 0.1778; number 44, O, carries -0.6131; number 45, H, carries 0.3177; number 46, H, carries 0.2681; number 47, O, carries -0.6313; number 48, H, carries 0.2931; number 49, H, carries 0.2971; number 50, O, carries -0.5919; number 51, H, carries 0.2903; number 52, H, carries 0.2877; number 53, O, carries -0.5551; number 54, H, carries 0.4272; number 55, H, carries 0.2795; number 56, O, carries -0.7050

Formula: CH2O3S2
Source: the Open Molecules 2025 dataset
Level of theory: ωB97M-V/def2-TZVPD

The geometry in ORCA input format:
```
! wB97M-V def2-TZVPD RIJCOSX def2/J DEFGRID3
* xyz 0 1
C -0.565 -0.352 -0.485
O 2.062 1.211 0.669
O 3.022 -0.814 -0.164
O 0.676 -0.173 -0.779
S -1.090 -1.592 0.415
S 1.814 -0.373 0.423
H -1.135 0.438 -0.791
H 2.984 1.380 0.519
*
```

frontier orbital gap	9.03	eV
calculated total energy	-28880.5587	eV
E_HOMO	-9.36	eV
strongest force on any atom	3.73	eV Å⁻¹

In the Mulliken picture, each atom carries the following charge in e: number 1, C, carries -0.0345; number 2, O, carries -0.4548; number 3, O, carries -0.5138; number 4, O, carries -0.2027; number 5, S, carries -0.2701; number 6, S, carries 0.7744; number 7, H, carries 0.3641; number 8, H, carries 0.3375

Formula: C2H10N2O2
Source: the Open Molecules 2025 dataset
Level of theory: ωB97M-V/def2-TZVPD

The geometry in ORCA input format:
```
! wB97M-V def2-TZVPD RIJCOSX def2/J DEFGRID3
* xyz -1 2
C 0.178 0.080 -1.545
N 0.616 -1.418 0.915
C -0.334 -0.362 0.779
N -0.845 -0.202 -0.545
H 1.093 0.455 -1.050
H 0.513 -0.809 -2.014
H -0.206 0.837 -2.224
H 3.550 0.122 0.442
H -1.204 -0.478 1.422
H 0.144 0.556 1.142
H 1.621 -1.060 0.798
H -1.654 0.583 -0.496
O 2.608 0.117 0.268
H 0.415 -2.190 0.292
H -3.139 2.053 0.149
O -2.340 1.529 0.264
*
```

frontier orbital gap (spin up / spin down)	8.06 / 5.64	eV
calculated total energy	-9308.5902	eV
E_HOMO (spin up / spin down)	-3.89 / -3.78	eV
strongest force on any atom	2.25	eV Å⁻¹

In the Mulliken picture, each atom carries the following charge in e: number 1, C, carries -0.6793; number 2, N, carries -0.6034; number 3, C, carries -0.4446; number 4, N, carries -0.2238; number 5, H, carries 0.2550; number 6, H, carries 0.2632; number 7, H, carries 0.3305; number 8, H, carries 0.1148; number 9, H, carries 0.3346; number 10, H, carries 0.3296; number 11, H, carries 0.4384; number 12, H, carries 0.4647; number 13, O, carries -1.0366; number 14, H, carries 0.2198; number 15, H, carries 0.1568; number 16, O, carries -0.9197

Formula: C15H29Cl2FN2O2PS2
Source: the Open Molecules 2025 dataset
Level of theory: ωB97M-V/def2-TZVPD

The geometry in ORCA input format:
```
! wB97M-V def2-TZVPD RIJCOSX def2/J DEFGRID3
* xyz -1 1
C 3.863 -2.896 0.314
C 4.031 -1.750 -0.818
S 2.695 -1.820 -2.112
C 1.018 -2.077 -1.255
P -0.401 -1.166 -2.210
C -1.584 -1.033 -0.741
N -2.130 0.328 -0.421
C 0.352 0.567 -1.884
C 1.160 0.836 -0.558
C 1.303 2.475 -0.467
F 0.617 0.474 0.719
N -1.692 -0.307 -3.214
C -1.213 0.230 -4.262
S -0.779 0.616 -5.841
C -1.142 -2.812 -2.889
Cl -1.330 -3.054 -4.733
C -1.565 -3.967 -2.191
C -2.180 -5.276 -2.935
Cl -1.436 -4.155 -0.397
H 4.462 -2.521 1.234
H 4.326 -3.887 -0.020
H 2.785 -3.031 0.658
H 4.061 -0.748 -0.271
H 5.046 -1.897 -1.332
H 1.042 -1.880 -0.139
H 0.953 -3.229 -1.365
H 0.485 -1.234 -3.379
H -1.076 -1.415 0.223
H -2.527 -1.657 -1.005
H -3.167 0.302 -0.501
H -1.966 0.516 0.594
H -0.402 1.443 -1.969
H 1.098 0.803 -2.745
H 2.269 0.506 -0.552
H 1.249 2.919 -1.516
H 2.311 2.715 0.049
H 0.415 2.861 0.168
H -2.735 -5.930 -2.156
H -2.974 -4.995 -3.712
H -1.350 -5.951 -3.354
O -2.383 1.420 3.140
C -1.933 2.454 3.573
O -1.014 3.138 2.865
C -0.550 4.454 3.194
C 0.569 4.397 4.213
C -2.316 2.950 4.940
H -1.378 5.093 3.512
H -0.168 4.884 2.265
H 0.236 3.955 5.155
H 0.955 5.398 4.419
H 1.388 3.773 3.845
H -1.710 2.436 5.689
H -3.369 2.717 5.108
H -2.218 4.026 5.064
*
```

frontier orbital gap	6.71	eV
calculated total energy	-81818.3513	eV
E_HOMO	-4.46	eV
strongest force on any atom	7.63	eV Å⁻¹

In the Mulliken picture, each atom carries the following charge in e: number 1, C, carries -0.8988; number 2, C, carries -0.3049; number 3, S, carries -0.1738; number 4, C, carries -1.1923; number 5, P, carries 1.2862; number 6, C, carries -0.9987; number 7, N, carries -0.4803; number 8, C, carries -1.2183; number 9, C, carries 1.2200; number 10, C, carries -1.1710; number 11, F, carries -0.3657; number 12, N, carries -0.8123; number 13, C, carries 0.3408; number 14, S, carries -0.3608; number 15, C, carries -0.0691; number 16, Cl, carries -0.2486; number 17, C, carries -0.0120; number 18, C, carries -1.1830; number 19, Cl, carries -0.1934; number 20, H, carries 0.3069; number 21, H, carries 0.2345; number 22, H, carries 0.2339; number 23, H, carries 0.2306; number 24, H, carries 0.3258; number 25, H, carries 0.4064; number 26, H, carries 0.5116; number 27, H, carries 0.2576; number 28, H, carries 0.1851; number 29, H, carries 0.4549; number 30, H, carries 0.2847; number 31, H, carries 0.1549; number 32, H, carries 0.5476; number 33, H, carries 0.4433; number 34, H, carries -0.4871; number 35, H, carries 0.3107; number 36, H, carries 0.3481; number 37, H, carries 0.1830; number 38, H, carries 0.3503; number 39, H, carries 0.3230; number 40, H, carries 0.2430; number 41, O, carries -0.5360; number 42, C, carries 0.8756; number 43, O, carries -0.3242; number 44, C, carries -0.3746; number 45, C, carries -1.0032; number 46, C, carries -1.2123; number 47, H, carries 0.3354; number 48, H, carries 0.3436; number 49, H, carries 0.2676; number 50, H, carries 0.3722; number 51, H, carries 0.3023; number 52, H, carries 0.2705; number 53, H, carries 0.3239; number 54, H, carries 0.3466